Version A
The following is a DFT calculation (the ωB97M-V functional and the def2-TZVPD basis) of 2 unconnected molecules or ions with the total composition CH10N3.

- Total charge: +1
- Frontier orbital gap: 0.418 Ha
- LUMO: -0.118 Ha
- HOMO level: -14.568 eV
- 2S+1: 1

Each line ends with the Mulliken charge.
CARTESIAN COORDINATES (ANGSTROEM)
1 N 2.363 1.114 -0.907  -0.77
2 H 2.944 1.876 -0.561  0.25
3 H 0.644 0.390 0.636  0.27
4 H 2.843 0.597 -1.632  0.25
5 H 1.673 1.703 -1.379  0.26
6 N -2.286 -0.309 -0.015  -0.41
7 C -1.119 -1.039 0.099  -0.27
8 N -0.081 -0.247 1.012  -0.41
9 H -2.366 0.376 -0.748  0.21
10 H -3.123 -0.641 0.413  0.23
11 H -0.400 -1.238 -0.706  0.32
12 H -1.208 -1.962 0.684  0.31
13 H -0.459 0.344 1.758  0.38
14 H 0.574 -0.964 1.347  0.38

---

Version B
The following is a DFT calculation (the ωB97M-V functional and the def2-TZVPD basis) of 2 unconnected molecules or ions with the total composition CH10N3.

- Total charge: +1
- Frontier orbital gap: 0.388 Ha
- LUMO: -0.132 Ha
- HOMO level: -14.144 eV
- 2S+1: 1

Each line ends with the Mulliken charge.
CARTESIAN COORDINATES (ANGSTROEM)
1 N 1.857 0.611 1.741  -0.87
2 H 0.682 -0.131 0.335  0.34
3 H 1.632 1.500 1.954  0.23
4 H 1.486 0.048 2.537  0.28
5 H 2.840 0.497 1.908  0.25
6 N -1.802 0.455 -0.626  -0.45
7 C -0.717 -0.161 -1.272  -0.32
8 N 0.315 -0.798 -0.308  -0.41
9 H -2.662 0.201 -1.126  0.25
10 H -1.867 0.532 0.353  0.22
11 H -1.050 -1.059 -1.847  0.34
12 H -0.149 0.440 -1.916  0.33
13 H 1.105 -1.438 -0.561  0.37
14 H -0.311 -1.504 0.343  0.43

---

Stability, descending: version A, version B

---

Version A
The following is a DFT calculation (the ωB97M-V functional and the def2-TZVPD basis) of C4H6N2O4 in the gas phase.

- Total charge: 0
- Frontier orbital gap: 0.397 Ha
- LUMO: -0.009 Ha
- HOMO level: -11.042 eV
- 2S+1: 1

Each line ends with the Mulliken charge.
CARTESIAN COORDINATES (ANGSTROEM)
1 C -0.930 0.139 1.280  -0.83
2 C 0.389 0.177 1.246  -0.66
3 C 0.503 -0.156 -1.306  -1.77
4 C 1.226 -0.003 0.015  1.45
5 N 2.194 1.167 -0.112  0.96
6 N 2.101 -1.223 0.274  0.99
7 O 2.011 2.112 0.600  -0.58
8 O 3.045 1.041 -0.951  -0.57
9 O 2.955 -1.076 1.107  -0.57
10 O 1.843 -2.224 -0.330  -0.60
11 H -1.458 0.277 2.207  0.29
12 H -1.535 -0.026 0.405  0.23
13 H 0.968 0.342 2.145  0.33
14 H 1.230 -0.204 -2.116  0.46
15 H -0.160 0.689 -1.473  0.45
16 H -0.074 -1.078 -1.310  0.42

---

Version B
The following is a DFT calculation (the ωB97M-V functional and the def2-TZVPD basis) of a molecular structure, C4H6N2O4.

- Total charge: 0
- Frontier orbital gap: 0.318 Ha
- LUMO: -0.010 Ha
- HOMO level: -8.925 eV
- 2S+1: 1

Each line ends with the Mulliken charge.
CARTESIAN COORDINATES (ANGSTROEM)
1 N 1.419 1.444 -0.635  -0.49
2 C 0.176 1.957 -1.101  0.61
3 O 0.017 3.147 -1.278  -0.55
4 O -0.834 1.115 -0.937  -0.40
5 C -0.565 -0.451 -0.073  0.83
6 N 0.002 -0.218 1.075  -0.52
7 C -0.724 -0.997 1.973  -0.51
8 C -1.741 -1.591 1.312  -0.17
9 O -1.630 -1.240 -0.012  -0.33
10 H 2.216 2.053 -0.784  0.24
11 H 1.312 1.021 0.310  0.40
12 H -0.364 -1.194 2.979  0.35
13 H -2.498 -2.324 1.564  0.38
14 O 0.976 -1.183 -1.182  -0.73
15 H 1.549 -0.002 -1.180  0.58
16 H 0.689 -1.537 -2.031  0.31

---

Stability, descending: version B, version A

---

Version A
The following is a DFT calculation (the ωB97M-V functional and the def2-TZVPD basis) of 2 unconnected molecules or ions with the total composition C4H12O2.

- Total charge: +1
- Expectation value of S²: 0.754
- Frontier orbital gap (spin up / spin down): 0.423 / 0.190 Ha
- LUMO (spin up / spin down): -0.118 / -0.351 Ha
- HOMO level (spin up / spin down): -14.709 / -14.709 eV
- 2S+1: 2

Each line ends with the Mulliken charge.
CARTESIAN COORDINATES (ANGSTROEM)
1 C -0.878 -1.894 -0.431  -1.10
2 C -0.338 -0.471 -0.507  -0.48
3 C 1.151 -0.397 -0.203  0.59
4 C 1.726 1.006 0.069  -1.20
5 O 1.960 -0.962 -1.141  -0.21
6 H -0.794 -2.360 0.552  0.36
7 H -0.271 -2.589 -1.037  0.33
8 H -1.920 -1.836 -0.739  0.35
9 H -0.527 -0.064 -1.502  0.39
10 H -0.891 0.105 0.243  0.24
11 H 1.403 -0.925 0.774  0.23
12 H 2.606 1.113 0.706  0.37
13 H 1.932 1.550 -0.854  0.35
14 H 0.993 1.652 0.573  0.33
15 H 1.475 -1.327 -1.914  0.46
16 H -3.153 2.259 1.439  0.30
17 H -2.249 2.881 2.343  0.31
18 O -2.227 2.261 1.630  -0.61

---

Version B
The following is a DFT calculation (the ωB97M-V functional and the def2-TZVPD basis) of 2 unconnected molecules or ions with the total composition C4H12O2.

- Total charge: +1
- Expectation value of S²: 0.755
- Frontier orbital gap (spin up / spin down): 0.356 / 0.079 Ha
- LUMO (spin up / spin down): -0.134 / -0.381 Ha
- HOMO level (spin up / spin down): -13.352 / -12.520 eV
- 2S+1: 2

Each line ends with the Mulliken charge.
CARTESIAN COORDINATES (ANGSTROEM)
1 C 1.397 2.179 -2.814  -0.12
2 O 0.619 3.230 -3.258  -0.19
3 C 1.062 1.988 -1.330  -0.90
4 H 1.144 1.346 -3.464  0.30
5 H 2.448 2.393 -2.975  0.33
6 H 1.191 4.009 -3.427  0.43
7 H 0.039 1.910 -0.980  0.39
8 H 1.420 1.000 -1.018  0.31
9 H 1.535 2.816 -0.840  0.33
10 C -0.989 -1.638 2.139  -0.01
11 O -2.255 -1.208 1.660  -0.46
12 C -0.954 -3.114 2.453  -1.21
13 H -0.317 -1.466 1.291  0.15
14 H -0.669 -1.090 3.023  0.26
15 H -2.847 -1.937 1.869  0.32
16 H -1.061 -3.739 1.569  0.35
17 H -0.007 -3.311 2.954  0.33
18 H -1.757 -3.367 3.147  0.37

---

Stability, descending: version A, version B

---

Version A
The following is a DFT calculation (the ωB97M-V functional and the def2-TZVPD basis) of 4 unconnected molecules or ions with the total composition C2H10O4.

- Total charge: 0
- Frontier orbital gap: 0.360 Ha
- LUMO: 0.022 Ha
- HOMO level: -9.197 eV
- 2S+1: 1

Each line ends with the Mulliken charge.
CARTESIAN COORDINATES (ANGSTROEM)
1 C 2.369 0.838 1.686  -0.67
2 C 1.075 0.857 1.399  -0.02
3 O 0.472 -0.083 0.594  -0.53
4 H 2.884 1.685 2.116  0.24
5 H 2.967 -0.039 1.468  0.26
6 H 0.281 1.456 1.844  0.36
7 H 0.879 -0.091 -0.280  0.37
8 H 1.488 0.479 -2.744  0.31
9 H 0.094 0.582 -2.202  0.33
10 O 0.901 0.086 -2.089  -0.68
11 H -1.582 -0.753 0.936  0.38
12 H -1.982 -2.067 1.482  0.30
13 O -2.343 -1.368 0.919  -0.65
14 H -2.057 -0.948 -2.122  0.32
15 H -3.073 -0.532 -1.245  0.29
16 O -2.372 -0.100 -1.763  -0.63

---

Version B
The following is a DFT calculation (the ωB97M-V functional and the def2-TZVPD basis) of a molecular structure, C2H10O4.

- Total charge: 0
- Frontier orbital gap: 0.126 Ha
- LUMO: -0.180 Ha
- HOMO level: -8.341 eV
- 2S+1: 1

Each line ends with the Mulliken charge.
CARTESIAN COORDINATES (ANGSTROEM)
1 O -1.248 -0.261 -0.889  -0.42
2 C -1.851 0.265 0.362  0.00
3 C -3.167 0.676 0.050  -0.39
4 H -1.802 -0.630 0.971  0.23
5 H -1.061 0.981 0.673  0.32
6 H -3.345 1.611 -0.461  0.32
7 H -4.036 0.356 0.612  0.26
8 H 0.700 -0.888 2.173  0.23
9 H 1.803 -0.440 1.018  0.41
10 O 0.704 -0.403 1.331  -0.64
11 H 0.905 0.011 -1.174  0.28
12 H -1.896 -0.192 -1.612  0.28
13 O 1.682 0.393 -1.598  -0.71
14 H 2.366 0.135 -0.941  0.45
15 H 3.506 -1.087 1.077  0.23
16 O 2.987 -0.415 0.624  -0.86

---

Stability, descending: version A, version B